The following is a DFT calculation (ωB97M-V/def2-TZVPD) of an isolated molecule of C4H2N4O at a distorted geometry.

Each line ends with the Löwdin charge.
Geometry (Å):
C1 0.6002 0.9870 0.0877  -0.040
C2 -0.8282 1.3013 0.2316  -0.333
C3 -1.3992 -0.0511 0.3317  -0.044
C4 -2.8842 -0.3032 0.0675  -0.669
N1 0.7861 -0.2794 -0.0389  0.094
N2 -1.5636 2.3002 0.1109  0.317
N3 -3.2743 0.8080 -0.4263  0.252
N4 -0.4263 -0.8989 0.0221  0.114
O1 -3.2904 -1.4485 0.1351  0.005
H1 1.4071 1.6914 0.0583  0.120
H2 -0.4990 -1.9013 -0.1032  0.185

Summary:
Spin multiplicity: 1
HOMO (spin up / spin down): -9.8 / -9.1 eV
Orbital gap (spin up / spin down): 7.397 / 6.209 eV


The following is a DFT calculation (ωB97M-V/def2-TZVPD) of a cluster of 7 separate species, C48H69BN4O3PSi in total at a distorted geometry.

Each line ends with the Löwdin charge.
Geometry (Å):
C1 -0.1892 2.9603 0.7044  -0.148
N1 -1.4597 3.1703 -0.0889  -0.187
C2 -2.7025 2.8527 0.7126  -0.138
B1 -1.4351 2.4867 -1.4430  -0.515
O1 -1.3054 3.3704 -2.6433  -0.042
P1 -1.5553 0.5618 -1.7142  0.529
C3 -2.8715 0.6014 -3.1054  -0.278
C4 -4.3426 -0.0205 -2.6583  -0.244
C5 -5.2146 1.0131 -1.6909  -0.199
C6 -6.7186 0.4224 -1.3097  -0.213
N2 -6.7676 -0.2021 0.0912  -0.042
C7 -5.8274 -1.3883 0.1835  -0.398
N3 -4.5639 -1.3036 0.7438  0.119
N4 -6.2426 -2.7309 -0.3774  0.027
O2 -0.2226 0.6593 -2.8849  -0.363
C8 0.2534 -0.6999 -3.3028  -0.218
C9 -0.1119 -1.7309 -2.0390  -0.376
Si1 1.2759 -1.9767 -0.6717  0.560
C10 2.1934 -3.6587 -0.8761  -0.250
C11 0.4913 -1.7326 1.1123  -0.213
C12 2.4576 -0.4235 -0.8962  -0.222
O3 -1.4262 -1.2058 -1.5927  -0.398
H1 0.7999 3.2444 0.1277  0.097
H2 -0.0685 1.8330 1.0757  0.082
H3 -0.3082 3.5931 1.7057  0.092
H4 -2.6955 3.6029 1.6413  0.096
H5 -2.6924 1.7304 1.1018  0.087
H6 -3.6583 3.0421 0.0446  0.093
H7 -0.2959 3.4610 -2.7531  0.106
H8 -2.6242 0.4550 -0.7251  -0.006
H9 -0.7015 0.5241 -0.5546  -0.010
H10 -3.0827 1.6771 -3.5299  0.089
H11 -2.5048 -0.0578 -4.0251  0.086
H12 -4.2572 -1.1056 -2.2211  0.093
H13 -4.9723 -0.0915 -3.6700  0.102
H14 -4.6600 1.2337 -0.6845  0.062
H15 -5.3759 2.0217 -2.2935  0.115
H16 -6.9781 -0.4150 -2.0851  0.114
H17 -7.4623 1.3192 -1.4444  0.110
H18 -6.5621 0.5301 0.8124  0.109
H19 -4.3942 -0.3191 1.0718  0.024
H20 -5.9889 -3.5296 0.2693  0.076
H21 -5.7754 -2.9510 -1.2876  0.078
H22 -0.2915 -1.1610 -4.2333  0.106
H23 1.3929 -0.8259 -3.5506  0.091
H24 -0.2073 -2.7666 -2.5942  0.102
H25 2.8799 -3.8902 0.0559  0.049
H26 1.3848 -4.5099 -1.0719  0.045
H27 2.8306 -3.5930 -1.8823  0.045
H28 1.3072 -1.1113 1.7177  0.028
H29 -0.4438 -1.0133 0.9908  0.037
H30 0.2283 -2.7449 1.6365  0.035
H31 3.2703 -0.3743 -0.0531  0.022
H32 2.9425 -0.3819 -1.9608  0.033
H33 1.7414 0.5168 -0.7358  0.048
C13 4.3562 -0.1136 5.2698  -0.105
C14 5.3559 0.1360 4.3300  -0.105
C15 5.0373 0.7461 3.1171  -0.097
C16 3.7192 1.1159 2.8479  -0.098
C17 2.7202 0.8696 3.7893  -0.097
C18 3.0373 0.2511 4.9984  -0.096
H34 4.6044 -0.5921 6.2135  0.096
H35 6.3841 -0.1459 4.5427  0.096
H36 5.8153 0.9343 2.3823  0.099
H37 3.4715 1.5957 1.9048  0.097
H38 1.6934 1.1594 3.5800  0.100
H39 2.2579 0.0545 5.7292  0.099
C19 -9.1426 -2.1210 2.7583  -0.087
C20 -8.3685 -2.8442 1.8515  -0.092
C21 -8.0839 -4.1880 2.0925  -0.094
C22 -8.5823 -4.8117 3.2366  -0.104
C23 -9.3597 -4.0894 4.1416  -0.111
C24 -9.6364 -2.7431 3.9052  -0.107
H40 -9.3613 -1.0728 2.5718  0.099
H41 -7.9859 -2.3599 0.9565  0.055
H42 -7.4751 -4.7495 1.3891  0.089
H43 -8.3648 -5.8602 3.4222  0.095
H44 -9.7494 -4.5760 5.0323  0.094
H45 -10.2374 -2.1792 4.6132  0.094
C25 2.0290 7.4272 -0.2601  -0.089
C26 1.5421 6.2317 0.2676  -0.075
C27 2.2773 5.5439 1.2326  -0.105
C28 3.4960 6.0573 1.6774  -0.113
C29 3.9810 7.2548 1.1524  -0.119
C30 3.2502 7.9378 0.1806  -0.111
H46 1.4574 7.9613 -1.0147  0.101
H47 0.5893 5.8353 -0.0741  0.103
H48 1.9009 4.6090 1.6387  0.079
H49 4.0667 5.5239 2.4330  0.105
H50 4.9299 7.6556 1.5004  0.101
H51 3.6310 8.8679 -0.2322  0.097
C31 4.2736 -7.6458 -3.0172  -0.094
C32 3.4245 -7.2016 -2.0040  -0.093
C33 3.7103 -7.5009 -0.6723  -0.092
C34 4.8518 -8.2366 -0.3527  -0.099
C35 5.7030 -8.6775 -1.3656  -0.104
C36 5.4121 -8.3862 -2.6981  -0.099
H52 4.0487 -7.4153 -4.0552  0.082
H53 2.5387 -6.6225 -2.2527  0.093
H54 3.0449 -7.1604 0.1164  0.101
H55 5.0773 -8.4657 0.6855  0.098
H56 6.5934 -9.2495 -1.1162  0.097
H57 6.0725 -8.7346 -3.4873  0.097
C37 1.2793 7.1495 5.7622  -0.093
C38 1.7255 7.2037 4.4420  -0.080
C39 2.0044 8.4349 3.8493  -0.077
C40 1.8463 9.6124 4.5808  -0.095
C41 1.4036 9.5579 5.9021  -0.108
C42 1.1159 8.3273 6.4918  -0.106
H58 1.0588 6.1901 6.2227  0.100
H59 1.8553 6.2857 3.8744  0.085
H60 2.3456 8.4772 2.8186  0.083
H61 2.0682 10.5716 4.1206  0.097
H62 1.2820 10.4755 6.4725  0.095
H63 0.7658 8.2856 7.5195  0.096
C43 4.4609 -2.7668 -7.1229  -0.093
C44 5.2055 -3.5949 -7.9623  -0.103
C45 5.3114 -4.9574 -7.6843  -0.103
C46 4.6638 -5.4940 -6.5711  -0.101
C47 3.9161 -4.6665 -5.7338  -0.091
C48 3.8179 -3.3024 -6.0066  -0.084
H64 4.3815 -1.7045 -7.3380  0.101
H65 5.7045 -3.1779 -8.8336  0.097
H66 5.8971 -5.6011 -8.3348  0.096
H67 4.7421 -6.5566 -6.3570  0.090
H68 3.4101 -5.0852 -4.8672  0.090
H69 3.2399 -2.6571 -5.3510  0.099

Summary:
Spin multiplicity: 1
Charge: -1
HOMO: -3.9 eV
Orbital gap: 6.187 eV


The following is a DFT calculation (ωB97M-V/def2-TZVPD) of a cluster of 4 separate species, C3H12O5 in total at a distorted geometry.

Each line ends with the Löwdin charge.
Geometry (Å):
O1 1.2738 -0.4013 -1.6817  0.006
C1 0.4990 -1.2950 -1.2720  -0.223
C2 -0.9482 -1.2535 -0.8524  -0.193
C3 -1.7325 0.0095 -0.9873  -0.253
O2 -1.6332 0.8326 0.2012  -0.119
H1 0.8585 -2.3808 -1.2595  0.136
H2 -0.9989 -1.8123 0.1137  0.126
H3 -1.4270 -1.9494 -1.5915  0.134
H4 -2.7322 -0.3987 -1.2015  0.112
H5 -1.1190 0.6688 -1.7797  0.164
H6 -1.5468 0.1975 0.9841  0.055
O3 -0.7201 -0.7364 2.2952  -0.022
H7 -1.0482 -0.4424 3.1411  0.064
H8 0.1832 -0.5055 2.1807  0.013
O4 2.2553 0.0113 1.2880  -0.036
H9 1.8711 0.1090 0.4229  -0.016
H10 2.5720 0.8648 1.5571  0.030
O5 1.7570 2.6950 -0.2878  -0.055
H11 1.0129 3.3744 -0.1207  0.098
H12 1.6233 2.4122 -1.1500  -0.020

Summary:
Structure (SMILES): O=CCCO.O.O.O
Spin multiplicity: 1
HOMO: -9.9 eV
Orbital gap: 10.572 eV


The following is a DFT calculation (ωB97M-V/def2-TZVPD) of a structure of composition C22H16Cl2F12N2O8PbS2 at a distorted geometry.

Each line ends with the Löwdin charge.
Geometry (Å):
Pb1 -1.7497 -1.5385 -0.4875  1.639
F1 -1.5374 6.9028 -0.8951  0.122
C1 -0.7667 5.9179 -0.4065  -0.109
C2 -0.8251 4.7034 -1.1353  -0.116
F2 -1.7788 4.5342 -2.0857  0.111
C3 0.0473 3.6686 -0.8558  -0.196
F3 -0.0171 2.5099 -1.5627  0.088
C4 0.9481 3.8768 0.2243  -0.391
S1 2.1936 2.7147 0.5024  1.140
C5 0.7236 4.9533 1.1579  -0.176
F4 1.2881 4.9214 2.3813  0.096
C6 -0.0018 6.0958 0.7539  -0.120
F5 0.1435 7.2965 1.3250  0.135
F6 -0.0411 -0.7202 -4.0533  0.056
C7 1.3208 -0.5911 -4.1298  -0.144
C8 1.9859 0.5047 -3.7287  0.062
N1 3.4004 0.5259 -3.6569  0.025
C9 4.0765 1.5736 -2.8685  -0.022
C10 3.6567 1.5906 -1.4035  -0.538
O1 4.2177 0.9498 -0.5146  0.077
O2 2.6953 2.5029 -1.2767  -0.245
C11 4.1291 -0.6460 -3.7865  -0.443
O3 5.3838 -0.6420 -3.8671  0.048
N2 3.4337 -1.7933 -4.0169  0.221
C12 2.0272 -1.9054 -4.2787  -0.320
O4 1.5302 -2.9347 -4.7243  0.098
H1 1.4234 1.3604 -3.3419  0.139
H2 3.9326 2.5789 -3.2235  0.133
H3 5.1292 1.2899 -2.9250  0.134
H4 3.9487 -2.5658 -4.3424  0.150
Cl1 -1.1437 -5.5504 -3.8420  0.576
C13 -2.3795 -5.1745 -2.5821  -0.982
Cl2 -2.7653 -6.6807 -1.6929  0.575
C14 -2.1125 -3.9878 -1.6715  -0.782
O5 -3.0868 -3.1548 -1.7174  -0.163
O6 -1.0223 -3.8324 -1.0608  -0.116
H5 -3.3137 -5.0338 -3.1141  0.049
C15 -5.0635 -0.9704 1.1887  0.010
C16 -3.7834 -0.9818 2.0540  -0.449
O7 -2.7784 -1.7762 1.5155  -0.365
C17 -3.2281 0.5253 2.0744  -0.453
F7 -2.0428 0.6627 2.7492  0.115
F8 -4.1186 1.4088 2.5372  0.160
F9 -2.9030 0.9470 0.7454  0.001
C18 -4.0803 -1.5234 3.5287  -0.471
F10 -4.3758 -2.8291 3.3688  0.145
F11 -3.0006 -1.4370 4.3432  0.138
F12 -5.1585 -0.9110 4.1831  0.100
H6 -4.7826 -0.6174 0.1760  0.095
H7 -5.8258 -0.3500 1.6834  0.096
H8 -5.4722 -1.9996 1.2005  0.108
O8 0.7698 -0.9109 0.4099  -0.684
S2 1.3765 -1.7806 1.4634  0.916
C19 0.3482 -1.8981 2.9677  -0.297
C20 0.7797 -0.6536 3.7862  -0.209
C21 2.3602 -0.5016 3.6684  -0.247
C22 2.8506 -0.9769 2.3636  -0.278
H9 0.6068 -2.8903 3.4163  0.110
H10 -0.7402 -1.8289 2.7303  0.071
H11 0.5965 -0.7350 4.8609  0.113
H12 0.3139 0.1958 3.3592  0.075
H13 2.7881 -1.0788 4.4919  0.105
H14 2.6055 0.5649 3.9302  0.125
H15 3.6659 -1.7049 2.3938  0.093
H16 3.1978 -0.1698 1.7129  0.065

Summary:
Spin multiplicity: 1
HOMO: -9.3 eV
Orbital gap: 7.731 eV